{"formula": "C3H5FO", "method": "ωB97M-V with the def2-TZVPD basis set", "homo_energy_ev": -8.8, "max_force_ev_per_a": 6.89, "relative_energy_kj_mol": 192.1, "e_lumo_ev": 0.95, "spin_multiplicity": 1, "symbols": ["C", "C", "C", "O", "F", "H", "H", "H", "H", "H"], "positions_angstrom": [[-1.4973, -0.0276, 0.4973], [0.9090, 0.6101, -0.4019], [0.2751, -0.7215, 0.0161], [-1.8767, -0.1001, 1.5927], [0.0200, -1.7640, -0.8552], [-1.7635, 0.4490, -0.3746], [1.7448, 0.5177, -1.0430], [1.3328, 1.1119, 0.5370], [0.1872, 1.1680, -0.8692], [0.6687, -1.2435, 0.9008]], "forces_ev_per_a": [[6.2, -3.1, 0.4], [1.7, -2.1, 2.5], [-3.3, 0.9, 2.3], [-1.5, 0.3, 1.2], [0.4, 0.8, -1.0], [-1.8, 1.5, -2.1], [0.9, -0.3, -0.9], [-1.0, -0.6, -1.2], [-1.6, 1.8, -1.1], [0.1, 0.7, -0.1]]}